{
  "formula": "C2H4INS",
  "method": "wB97M-V/def2-TZVPD",
  "species": ["C", "C", "N", "S", "I", "H", "H", "H", "H"],
  "xyz": [[1.151478, -0.800811, -0.498928], [-1.023277, 0.778872, 0.079119], [-0.014696, 0.130206, 0.796395], [0.990344, -0.421501, -2.029794], [2.649497, -1.639796, 0.598843], [-1.895467, 0.863046, 0.728776], [-0.583432, 1.682689, -0.082570], [-1.118625, 0.183016, -0.823072], [-0.155824, -0.775721, 1.231230]],
  "forces_ev_per_a": [[-2.09, 3.01, 1.56], [-0.81, -2.48, 0.59], [4.86, -3.23, -0.68], [0.10, -0.58, 0.49], [0.11, -0.31, 0.08], [-0.34, -0.03, -0.45], [0.37, 2.94, -1.11], [-1.17, 0.51, -0.67], [-1.04, 0.16, 0.19]],
  "max_force_ev_per_a": 5.87,
  "e_homo_ev": -8.95,
  "gap_ev": 8.230,
  "relative_energy_ev": 2.814,
  "e_lumo_ev": -0.7
}

***

{
  "formula": "C16H48CuO8S8",
  "method": "wB97M-V/def2-TZVPD",
  "species": ["Cu", "C", "S", "O", "C", "H", "H", "H", "H", "H", "H", "C", "S", "O", "C", "H", "H", "H", "H", "H", "H", "C", "S", "O", "C", "H", "H", "H", "H", "H", "H", "C", "S", "O", "C", "H", "H", "H", "H", "H", "H", "C", "S", "O", "C", "H", "H", "H", "H", "H", "H", "C", "S", "O", "C", "H", "H", "H", "H", "H", "H", "C", "S", "O", "C", "H", "H", "H", "H", "H", "H", "C", "S", "O", "C", "H", "H", "H", "H", "H", "H"],
  "xyz": [[-0.067426, 0.000787, 0.032317], [2.308998, 0.961997, -3.659571], [0.845694, 1.840809, -2.952730], [0.757410, 1.228704, -1.548676], [1.523914, 3.524154, -2.743229], [2.154884, -0.077567, -3.948821], [3.154991, 1.045349, -2.977327], [2.593498, 1.489398, -4.570072], [0.860958, 4.241121, -2.258925], [1.768389, 4.050494, -3.665891], [2.392651, 3.646264, -2.096332], [-1.674856, 3.424765, -0.236121], [-2.370011, 2.499262, 1.176133], [-1.739425, 1.102726, 1.236965], [-1.622117, 3.610476, 2.446281], [-1.888207, 3.077716, -1.247135], [-0.684204, 3.764973, 0.065484], [-2.266860, 4.339519, -0.265307], [-1.878070, 3.312479, 3.463032], [-1.961262, 4.646376, 2.446750], [-0.532159, 3.619387, 2.442309], [-2.703773, 1.172572, -3.601018], [-2.988537, -0.090866, -2.288786], [-1.858841, 0.252336, -1.246128], [-4.730682, 0.444556, -1.744032], [-3.443406, 0.985474, -4.379505], [-1.664120, 1.138487, -3.926691], [-2.808467, 2.200960, -3.255253], [-4.749257, 1.456782, -1.340125], [-5.066559, -0.227398, -0.954246], [-5.419022, 0.336306, -2.582224], [-1.499812, -4.027805, 2.329211], [-2.026148, -2.325031, 1.796141], [-1.140287, -1.905881, 0.621153], [-3.628579, -2.820972, 1.104729], [-2.229840, -4.543755, 2.952866], [-0.586910, -3.913593, 2.913739], [-1.343649, -4.613249, 1.423141], [-4.216067, -3.301543, 1.887030], [-3.518694, -3.521472, 0.276880], [-4.262761, -2.078348, 0.620563], [1.961414, 4.424145, 0.922477], [2.033396, 2.650408, 1.557409], [0.869090, 1.940074, 0.870196], [3.553546, 2.118685, 0.612845], [2.908296, 4.931815, 1.106297], [1.187471, 4.913666, 1.513659], [1.631898, 4.332212, -0.112448], [4.489843, 2.631156, 0.833770], [3.144254, 2.315671, -0.377998], [3.686102, 1.043576, 0.734010], [-0.739768, -2.139837, -4.182120], [0.315480, -2.513858, -2.744139], [0.108316, -1.476259, -1.658097], [-0.604685, -4.029629, -2.162744], [-0.660001, -2.900103, -4.959113], [-0.505861, -1.207192, -4.695515], [-1.780002, -2.206853, -3.863482], [-0.470197, -4.289384, -1.112721], [-0.463267, -4.959814, -2.713078], [-1.655948, -3.752094, -2.239609], [1.827253, -3.335503, 0.917445], [2.844368, -2.030865, -0.003723], [1.984976, -0.759468, 0.192318], [4.220598, -1.854702, 1.253899], [0.846868, -3.363694, 0.441893], [1.555085, -3.005030, 1.919848], [2.312122, -4.308831, 0.992461], [4.813740, -0.975467, 1.002446], [4.790507, -2.783157, 1.218057], [3.943655, -1.574311, 2.270155], [2.085645, 0.135961, 4.118764], [0.281269, -0.095674, 3.579040], [0.307190, -0.380275, 2.066665], [0.033762, -1.678149, 4.482035], [2.649004, 0.856257, 3.525548], [2.689810, -0.753238, 3.938706], [1.994436, 0.304522, 5.191779], [0.324181, -1.817388, 5.523365], [0.692915, -2.398072, 3.996926], [-0.998142, -1.976053, 4.296199]],
  "forces_ev_per_a": [[0.12, 0.07, 0.14], [0.24, 1.18, -0.39], [0.70, -1.32, 1.68], [0.13, 1.10, -1.58], [0.55, 0.93, 0.24], [-0.60, 0.10, 0.44], [-0.24, -0.06, 0.25], [-0.06, 0.13, -0.12], [-0.97, -0.66, -0.04], [-0.03, -0.62, -0.46], [0.36, -0.93, -0.15], [-0.67, 1.25, 0.63], [0.65, -0.74, -0.26], [-0.46, 1.65, 0.18], [0.40, -0.13, 0.76], [0.70, -0.96, 0.40], [0.20, -0.63, -0.75], [-0.28, 0.30, 0.51], [-0.33, -0.68, -0.19], [-0.33, -0.04, -0.83], [-0.03, -0.25, -0.49], [-0.45, -0.08, 0.47], [1.75, 1.50, 1.47], [-3.31, -0.11, -2.06], [1.06, -0.07, 0.28], [0.27, -0.01, -0.22], [-0.21, -0.68, -0.15], [-0.42, -0.13, 0.44], [0.21, 0.04, -0.21], [0.28, -0.13, -0.06], [0.29, 0.03, -0.19], [-0.08, 0.54, -0.55], [0.07, 0.24, -0.82], [-1.09, -1.31, 0.80], [-0.36, -0.66, -0.57], [-0.25, 0.37, -0.04], [0.00, -0.01, -0.27], [0.16, 0.01, 0.04], [0.10, 0.05, 0.11], [0.55, -0.42, 0.21], [0.52, 0.83, 0.63], [-0.19, -1.31, 0.70], [-0.15, 0.05, -0.89], [1.51, 1.51, 0.99], [-1.19, 0.16, -0.07], [0.00, -0.12, -0.30], [0.01, -0.03, -0.04], [0.35, 0.20, 0.06], [-0.35, 0.34, 0.12], [0.64, -0.20, -0.31], [-0.34, 0.12, 0.11], [-0.68, -0.58, 0.07], [0.27, -0.32, 0.96], [0.07, -1.38, -1.82], [-0.90, 0.38, -0.20], [0.49, -0.36, 0.23], [0.15, 0.18, 0.57], [-0.04, 0.48, 0.06], [0.63, 0.62, -0.02], [0.40, 0.38, -0.49], [-0.12, -0.02, -0.06], [0.16, 0.58, -0.11], [-1.71, 0.78, 2.56], [1.44, -0.96, -0.51], [-0.40, 0.35, -0.49], [0.29, -0.09, -0.55], [0.61, 0.48, 0.04], [0.10, 0.10, -0.37], [0.26, -0.34, -0.81], [0.13, 0.18, 0.04], [-0.85, -0.67, -0.05], [-0.76, -0.94, -0.46], [1.51, 0.45, -1.22], [0.26, -0.70, 3.46], [0.43, -0.71, -1.03], [-0.78, 0.68, 0.37], [-0.54, -0.57, 0.21], [0.36, 0.41, -0.11], [-0.27, 1.06, 0.18], [-0.04, -0.05, -0.42], [0.07, 0.15, 0.28]],
  "max_force_ev_per_a": 3.90,
  "total_charge": 2,
  "e_homo_ev": [-13.44, -13.43],
  "gap_ev": [9.754, 7.449],
  "relative_energy_ev": 3.969,
  "multiplicity": 2,
  "e_lumo_ev": [-3.7, -6.0]
}

***

{
  "formula": "C7H12N2O",
  "method": "wB97M-V/def2-TZVPD",
  "species": ["C", "C", "C", "N", "C", "C", "C", "C", "N", "O", "H", "H", "H", "H", "H", "H", "H", "H", "H", "H", "H", "H"],
  "xyz": [[-0.192054, -1.466877, 0.696750], [-2.762200, -0.774963, -1.465119], [2.562741, 1.030601, 0.670736], [-0.082302, -0.084707, 0.270726], [0.057763, 0.346184, -0.925212], [-1.316100, -0.690287, -1.903056], [1.219619, 0.813879, 1.258582], [0.824641, 1.076063, 2.488903], [0.508180, 1.315688, -1.556897], [-0.968950, -0.890379, -3.033077], [0.143695, 1.432297, -2.497912], [0.113959, -2.143292, -0.101495], [0.419923, -1.633556, 1.582235], [-1.223721, -1.675519, 0.986761], [-3.040658, 0.151058, -0.962390], [-3.424631, -0.973538, -2.309946], [-2.861363, -1.590250, -0.747404], [3.256546, 1.427641, 1.419552], [2.969665, 0.095593, 0.282104], [2.514539, 1.734513, -0.160130], [1.447543, 1.662443, 3.159289], [-0.166838, 0.837407, 2.847001]],
  "forces_ev_per_a": [[-0.23, -0.15, -0.23], [0.29, -0.33, 0.45], [-0.04, 0.07, -0.61], [4.63, 2.43, 5.43], [-4.69, -2.21, -4.40], [1.97, 2.17, -0.47], [-2.28, -1.63, -0.36], [-0.34, 0.34, -0.28], [0.83, 0.74, 0.37], [-0.30, -0.42, 0.12], [0.12, -0.40, 0.13], [-0.01, -0.13, 0.10], [0.06, 0.05, -0.18], [0.00, -0.08, -0.09], [0.02, -0.01, 0.03], [0.23, 0.06, -0.03], [-0.11, 0.03, 0.11], [-0.27, -0.14, 0.08], [0.02, -0.01, -0.01], [-0.02, -0.10, -0.01], [0.16, -0.27, -0.06], [-0.05, -0.03, -0.09]],
  "max_force_ev_per_a": 7.54,
  "e_homo_ev": -7.73,
  "gap_ev": 8.560,
  "relative_energy_ev": 4.493,
  "e_lumo_ev": 0.8
}

***

{
  "formula": "C25H32N2O7",
  "method": "wB97M-V/def2-TZVPD",
  "species": ["C", "C", "H", "H", "O", "C", "O", "C", "C", "N", "C", "C", "C", "O", "C", "H", "H", "O", "C", "O", "C", "N", "C", "O", "C", "C", "C", "C", "C", "C", "O", "C", "C", "H", "H", "H", "H", "H", "H", "H", "H", "H", "H", "H", "C", "C", "H", "H", "H", "C", "H", "H", "H", "H", "C", "H", "H", "H", "H", "C", "H", "H", "H", "H", "H", "H"],
  "xyz": [[-1.910186, -4.331474, -1.331072], [-1.986466, -2.935653, -0.725690], [-1.811419, -2.988015, 0.353704], [-2.954685, -2.470255, -0.923832], [-1.023041, -2.070278, -1.311560], [0.208383, -2.058954, -0.758876], [0.468857, -2.662939, 0.259467], [1.153320, -1.284715, -1.549924], [0.928456, -0.703428, -2.788953], [2.115654, -0.216696, -3.229348], [3.116833, -0.481399, -2.345335], [2.556954, -1.136746, -1.271012], [3.323835, -1.485954, -0.073330], [4.404804, -2.024706, -0.098414], [2.701446, -1.061458, 1.256826], [2.104219, -1.889849, 1.643239], [3.511795, -0.812014, 1.950013], [1.798241, 0.028607, 1.128659], [2.265033, 1.138280, 0.560867], [3.414512, 1.304189, 0.239184], [1.162973, 2.181472, 0.396997], [-0.130083, 1.593705, 0.631250], [-1.007294, 1.358760, -0.365613], [-0.825926, 1.763885, -1.504456], [-2.265099, 0.647669, 0.012198], [-3.327498, 0.794493, -0.874142], [-4.549233, 0.189196, -0.658033], [-4.719123, -0.590734, 0.471195], [-3.676243, -0.766085, 1.363044], [-2.439684, -0.161030, 1.152265], [-1.378403, -0.320218, 1.989271], [-1.388576, -1.295172, 3.017074], [-1.973414, -0.759509, 4.319984], [-1.413390, 0.113361, 4.646491], [-1.909913, -1.524717, 5.088577], [-3.014263, -0.470290, 4.194972], [-0.333666, -1.548316, 3.156314], [-1.913405, -2.198813, 2.690332], [-3.839438, -1.384596, 2.231321], [-5.666441, -1.071268, 0.666959], [-5.358367, 0.324031, -1.358808], [-3.160676, 1.407483, -1.747174], [-0.263358, 1.117990, 1.510364], [1.174981, 2.530401, -0.643098], [1.413786, 3.384098, 1.339573], [2.647368, 4.165095, 0.898299], [2.473119, 4.620126, -0.074070], [3.512885, 3.513850, 0.822460], [2.866497, 4.953863, 1.614110], [0.189175, 4.297235, 1.351860], [-0.036960, 4.633575, 0.342856], [-0.683488, 3.780883, 1.743027], [0.383206, 5.168226, 1.973143], [1.576608, 2.995423, 2.351802], [4.507482, -0.006062, -2.542463], [4.696414, 0.845906, -1.888264], [5.210093, -0.790295, -2.273350], [4.671543, 0.292572, -3.575372], [2.234214, 0.296281, -4.089278], [-0.304136, -0.523164, -3.589912], [-0.054763, -0.287532, -4.622725], [-0.922799, -1.414362, -3.555466], [-0.879019, 0.302053, -3.167363], [-2.684877, -4.960546, -0.901647], [-2.048499, -4.282568, -2.408445], [-0.938853, -4.772892, -1.120672]],
  "forces_ev_per_a": [[0.14, 0.42, 0.07], [-0.29, -0.45, 0.30], [-0.13, 0.07, -0.17], [0.13, -0.01, 0.06], [0.20, 0.20, -0.13], [-0.17, -0.10, -0.06], [0.04, 0.00, -0.02], [0.22, 0.24, -0.37], [-0.36, -0.20, 0.31], [-0.05, 0.03, -0.11], [0.16, -0.30, 0.66], [0.05, -0.03, -0.89], [-0.19, 0.17, 0.28], [0.02, -0.01, 0.09], [0.60, -0.34, 0.37], [0.14, 0.16, -0.05], [-0.09, -0.02, -0.15], [-0.23, -0.20, 0.16], [-0.02, 0.43, -0.20], [0.00, -0.11, 0.11], [0.01, 0.09, -0.03], [0.16, 0.04, 0.11], [0.19, 0.18, 0.22], [-0.05, 0.10, -0.20], [-0.24, -0.24, 0.09], [0.12, 0.02, 0.06], [-0.09, -0.04, -0.01], [0.04, 0.04, -0.04], [0.11, -0.09, 0.26], [-0.19, 0.13, -0.23], [-0.11, 0.19, -0.27], [0.02, -0.25, 0.49], [0.08, -0.01, -0.43], [0.04, 0.06, 0.06], [0.00, -0.08, 0.11], [-0.09, 0.01, 0.04], [-0.16, -0.06, -0.05], [0.09, 0.09, -0.07], [0.04, -0.04, 0.09], [-0.07, -0.04, 0.02], [-0.07, 0.03, -0.06], [0.05, 0.03, -0.05], [-0.11, -0.07, -0.12], [0.09, -0.08, 0.18], [-0.04, 0.11, -0.25], [0.03, -0.21, 0.23], [-0.02, 0.08, -0.15], [0.10, 0.07, -0.03], [0.01, 0.12, 0.04], [0.13, -0.23, 0.16], [-0.05, 0.07, -0.15], [-0.10, 0.05, 0.01], [0.01, 0.11, 0.04], [0.00, -0.01, 0.01], [0.05, 0.04, 0.10], [0.06, 0.07, -0.03], [0.05, 0.01, -0.06], [0.07, 0.02, -0.08], [-0.03, -0.08, 0.09], [-0.16, 0.05, -0.06], [-0.01, 0.00, -0.11], [0.01, -0.01, -0.10], [-0.06, -0.01, -0.07], [-0.09, -0.10, 0.03], [-0.04, -0.04, -0.10], [0.05, -0.08, 0.02]],
  "smiles": "CCOC(=O)c1c(C)[nH]c(C)c1C(=O)COC(=O)[C@@H](NC(=O)c1ccccc1OCC)C(C)C",
  "max_force_ev_per_a": 0.89,
  "e_homo_ev": -8.06,
  "gap_ev": 8.682,
  "relative_energy_ev": 0.124,
  "e_lumo_ev": 0.6
}

***

{
  "formula": "C6H17N6O3",
  "method": "wB97M-V/def2-TZVPD",
  "species": ["C", "C", "C", "C", "C", "C", "N", "N", "N", "N", "N", "N", "O", "O", "O", "H", "H", "H", "H", "H", "H", "H", "H", "H", "H", "H", "H", "H", "H", "H", "H", "H"],
  "xyz": [[-1.611079, -1.982989, -0.166835], [-2.106523, -0.615448, -0.096453], [-1.630508, 0.343804, 0.795102], [-2.005334, 1.808763, 0.782273], [-0.678489, -0.101069, 1.874026], [3.811179, 0.639621, -0.204614], [-0.369546, -2.081239, -0.481073], [1.903165, 0.358396, -1.552684], [2.480064, 0.226051, -0.466474], [0.326933, -3.166409, -0.653873], [0.648594, 0.238258, -1.640519], [-2.973444, -0.450885, -1.147925], [-0.741085, 2.444106, 0.657269], [0.704267, 0.528684, 1.622666], [3.685701, 1.798535, 0.559292], [-2.451446, -2.759629, -0.120425], [-2.609224, 1.899028, 1.652106], [-2.554145, 2.014594, -0.167674], [-0.639512, -1.122750, 1.958700], [-1.040285, 0.283308, 2.879562], [4.382058, 0.630647, -1.127168], [4.358775, -0.129137, 0.474752], [1.089580, -3.194773, -1.334123], [-0.248195, -4.078009, -0.742639], [0.338228, 0.283735, -2.545120], [0.068717, -0.336110, -0.974505], [1.880305, 0.125285, 0.510053], [-3.625090, 0.400409, -1.025668], [-3.409644, -1.279028, -1.522041], [-0.881861, 3.383741, 0.735015], [0.317395, 1.418363, 1.644345], [3.580462, 2.472141, -0.175345]],
  "forces_ev_per_a": [[0.19, -1.38, 0.11], [0.68, 1.67, 1.32], [-0.77, -2.35, -1.42], [0.34, -2.46, -2.71], [0.09, 3.29, 0.43], [2.04, -2.03, 1.71], [-1.09, 1.62, 0.15], [1.25, 1.02, -1.45], [-2.57, -1.71, 3.91], [-0.85, -4.61, -0.49], [-0.39, -1.03, 2.56], [-1.93, 3.34, 0.44], [-0.31, 0.77, 0.76], [-2.22, -1.44, 0.97], [0.52, 1.53, -2.40], [1.69, 0.33, -0.01], [-0.25, 1.36, 1.00], [-0.13, 0.09, 0.93], [0.64, -2.30, 0.02], [0.62, -0.23, -1.03], [0.07, 0.75, -0.26], [-1.28, 1.06, -1.12], [-0.41, 0.79, 0.47], [1.19, 1.78, 0.27], [-0.91, 0.26, -2.62], [0.74, 0.55, -0.08], [0.52, 0.34, -2.18], [1.20, -2.20, -0.65], [-0.11, 0.14, 0.03], [0.14, 0.70, 0.06], [1.22, 0.64, -0.49], [0.08, -0.29, 1.77]],
  "max_force_ev_per_a": 4.98,
  "total_charge": 1,
  "e_homo_ev": -11.51,
  "gap_ev": 8.613,
  "relative_energy_ev": 0.000,
  "e_lumo_ev": -2.9
}